No. 1
{
  "formula": "C30H31FN4O3SiTi",
  "method": "ωB97M-V/def2-TZVPD",
  "fmax_ev_per_a": 1.41,
  "de_lowest_kcal_mol": 19.7,
  "homo_ev": [1.03, 1.03],
  "multiplicity": 1,
  "energy_ha": -2845.489927,
  "total_charge": -2,
  "species": ["Ti", "C", "C", "N", "N", "C", "O", "C", "C", "C", "C", "C", "C", "C", "C", "C", "C", "C", "N", "H", "H", "H", "H", "H", "H", "H", "H", "H", "H", "H", "H", "O", "C", "O", "C", "C", "C", "C", "C", "N", "H", "H", "H", "H", "F", "C", "C", "C", "C", "C", "C", "H", "H", "H", "H", "C", "Si", "C", "C", "C", "H", "H", "H", "H", "H", "H", "H", "H", "H", "H", "H"],
  "positions_angstrom": [[0.045, 0.357, 0.565], [-1.210, 3.257, 3.478], [-0.525, 2.124, 2.786], [-1.091, 1.462, 1.697], [-2.381, 1.481, 1.352], [-2.617, 0.457, 0.560], [-1.639, -0.438, 0.298], [-3.928, 0.257, -0.042], [-4.198, -0.902, -0.774], [-5.441, -1.104, -1.368], [-6.447, -0.158, -1.247], [-6.188, 0.998, -0.514], [-4.952, 1.208, 0.077], [0.648, 1.534, 3.152], [1.479, 1.935, 4.268], [2.542, 1.188, 4.632], [2.885, 0.005, 3.890], [2.129, -0.300, 2.799], [1.034, 0.390, 2.393], [-2.003, 3.646, 2.837], [-1.676, 2.963, 4.429], [-0.519, 4.078, 3.694], [-3.415, -1.642, -0.870], [-5.616, -2.012, -1.935], [-7.410, -0.311, -1.719], [-6.959, 1.753, -0.411], [-4.747, 2.111, 0.637], [1.221, 2.838, 4.809], [3.153, 1.494, 5.477], [3.748, -0.596, 4.141], [2.396, -1.135, 2.163], [3.644, 0.831, -0.811], [2.414, 0.852, -0.684], [1.696, -0.215, -0.247], [1.573, 1.988, -0.991], [2.041, 3.130, -1.643], [1.189, 4.095, -2.113], [-0.236, 3.879, -1.916], [-0.686, 2.790, -1.266], [0.161, 1.803, -0.762], [3.114, 3.200, -1.782], [1.557, 4.973, -2.629], [-0.962, 4.596, -2.287], [-1.745, 2.629, -1.101], [2.693, -5.166, -1.835], [1.884, -4.089, -2.058], [2.413, -2.970, -2.671], [1.586, -1.887, -2.895], [0.242, -1.899, -2.519], [-0.238, -3.039, -1.880], [0.573, -4.143, -1.649], [3.464, -2.941, -2.928], [2.008, -0.984, -3.322], [-1.265, -3.051, -1.533], [0.201, -5.025, -1.143], [-1.072, -1.757, -5.617], [-0.884, -0.235, -4.543], [0.558, 0.774, -5.156], [-2.424, 0.804, -4.679], [-0.659, -0.717, -2.758], [-1.144, -1.503, -6.679], [-1.970, -2.317, -5.335], [-0.212, -2.420, -5.476], [0.279, 1.339, -6.052], [1.422, 0.151, -5.404], [0.869, 1.488, -4.384], [-2.657, 1.032, -5.725], [-2.278, 1.749, -4.144], [-3.286, 0.302, -4.230], [-1.635, -0.894, -2.302], [-0.253, 0.173, -2.251]],
  "mulliken_charge": [-0.063, -1.714, 0.018, 1.081, -1.108, 0.148, -0.643, 0.303, -0.159, -0.631, -0.375, -0.565, -0.388, 1.066, -1.249, -0.065, -1.010, -0.039, 0.194, 0.375, 0.247, 0.394, 0.417, 0.348, 0.375, 0.351, 0.456, 0.219, 0.368, 0.341, 0.376, -0.887, 0.797, -0.515, 0.012, -0.998, -0.525, -0.616, -0.520, 0.593, 0.444, 0.320, 0.386, 0.373, -0.389, 0.482, -0.885, 0.003, -0.158, 0.013, -0.770, 0.377, 0.357, 0.252, 0.418, -1.165, 0.385, -0.967, -1.149, 2.517, 0.340, 0.278, 0.322, 0.374, 0.314, 0.255, 0.332, 0.310, 0.300, -0.676, -1.403]
}

No. 2
{
  "formula": "C25H25F3NO2",
  "method": "ωB97M-V/def2-TZVPD",
  "fmax_ev_per_a": 1.50,
  "de_lowest_kcal_mol": 0.0,
  "homo_ev": -11.19,
  "multiplicity": 1,
  "energy_ha": -1472.210516,
  "total_charge": 1,
  "species": ["C", "O", "C", "C", "C", "C", "C", "C", "C", "C", "C", "C", "C", "C", "C", "C", "C", "C", "C", "O", "C", "C", "C", "C", "C", "H", "H", "H", "H", "H", "H", "H", "H", "H", "H", "H", "H", "H", "H", "H", "H", "H", "H", "H", "H", "H", "F", "C", "F", "F", "C", "N", "H", "H", "H", "H"],
  "positions_angstrom": [[6.325, -2.588, 2.922], [5.148, -3.130, 3.571], [3.987, -2.426, 3.484], [2.824, -3.075, 3.959], [1.581, -2.513, 3.747], [1.443, -1.197, 3.237], [0.131, -0.613, 2.972], [-0.966, -1.446, 2.630], [-2.308, -1.077, 2.668], [-3.413, -1.983, 2.974], [-4.724, -1.470, 3.182], [-5.822, -2.319, 3.266], [-5.641, -3.708, 3.216], [-4.347, -4.231, 3.135], [-3.236, -3.385, 3.035], [-0.002, 0.842, 3.056], [0.701, 1.605, 4.031], [0.458, 2.947, 4.208], [-0.388, 3.631, 3.297], [-0.563, 4.963, 3.495], [-1.557, 5.635, 2.692], [-1.041, 2.910, 2.264], [-0.874, 1.536, 2.194], [2.642, -0.489, 2.947], [3.883, -1.110, 2.965], [7.083, -3.362, 3.048], [6.157, -2.415, 1.848], [6.661, -1.657, 3.404], [2.933, -4.040, 4.450], [0.686, -3.089, 3.981], [-0.735, -2.484, 2.369], [-2.555, -0.024, 2.777], [-4.865, -0.386, 3.211], [-6.827, -1.907, 3.375], [-6.504, -4.375, 3.223], [-4.204, -5.314, 3.136], [-2.229, -3.800, 2.953], [1.434, 1.105, 4.666], [0.944, 3.512, 5.000], [-1.542, 6.670, 3.033], [-1.306, 5.591, 1.627], [-2.551, 5.201, 2.849], [-1.682, 3.422, 1.534], [-1.392, 0.968, 1.408], [2.613, 0.559, 2.631], [4.765, -0.594, 2.574], [-1.779, -0.344, -2.878], [-2.086, 0.061, -1.620], [-1.019, 0.806, -1.160], [-3.160, 0.917, -1.718], [-2.367, -1.075, -0.668], [-3.032, -0.624, 0.558], [-2.936, -1.831, -1.222], [-1.390, -1.484, -0.426], [-3.418, 0.296, 0.357], [-3.838, -1.245, 0.723]],
  "mulliken_charge": [-0.798, -0.427, 0.775, -0.825, -0.301, -0.009, 0.043, -0.742, -0.093, 0.264, -0.243, -0.516, -0.412, -0.716, -0.381, -0.284, -0.160, -1.065, 0.840, -0.445, -0.798, -0.632, -0.202, -0.466, -0.702, 0.250, 0.355, 0.329, 0.445, 0.489, 0.882, 0.571, 0.385, 0.392, 0.396, 0.394, 0.320, 0.604, 0.446, 0.254, 0.325, 0.353, 0.416, 0.662, 0.447, 0.389, -0.257, 0.764, -0.235, -0.280, -0.716, -0.381, 0.497, 0.188, 0.268, 0.342]
}